1.
Below is a 12-piece molecular cluster, C47H74O24 overall in a non-equilibrium geometry, with properties calculated with the ωB97M-V functional and the def2-TZVPD basis.

The geometry in ORCA input format:
```
! wB97M-V def2-TZVPD RIJCOSX def2/J DEFGRID3
* xyz 0 1
H -1.08 1.82 3.49
H -3.15 1.28 2.65
C -0.74 -3.53 1.05
H -5.03 -2.55 0.45
O -5.45 -0.74 3.33
H -0.95 1.38 -6.78
O 2.99 -1.47 -4.61
H 0.70 -3.86 2.62
H 1.44 -4.44 5.60
H -3.01 -5.35 2.16
C 2.79 3.93 0.03
C -0.34 -3.54 2.55
H -2.22 -0.08 -5.55
H 1.82 -3.11 7.53
C 1.42 4.05 0.59
H -2.43 3.56 0.42
O 2.34 -3.08 4.43
C -2.89 4.25 -0.28
H -2.62 5.25 0.06
C -3.31 1.75 -5.31
H -4.63 2.10 -1.44
H -4.83 3.43 0.33
O -0.06 -3.22 0.04
C -1.44 3.10 -5.59
C 2.37 -3.86 5.59
H -0.36 0.33 3.81
C 1.00 0.21 0.76
H 1.57 1.66 4.25
C 3.24 -3.33 0.93
C -0.69 0.23 -0.88
H -2.93 -0.90 -2.44
H -1.95 0.75 -4.01
O -4.48 1.46 -5.24
H 2.53 2.92 -4.78
C -4.38 4.00 -0.49
C -6.15 0.46 3.52
H -4.83 2.27 3.80
C 0.63 1.77 6.22
H 5.88 -3.95 -5.02
C -4.37 3.11 -1.73
C 6.09 -2.99 -4.54
H -2.14 0.46 5.45
H 3.87 2.76 -2.76
O -1.94 -4.09 0.91
O -3.42 -1.43 2.55
H -4.32 -3.39 -2.10
O -4.64 -0.20 -1.66
C -5.45 -0.66 -0.71
H -4.48 -1.28 -3.38
H 4.69 -4.14 -1.87
H 4.98 -2.46 -1.50
H 0.59 3.08 4.49
H 3.24 -4.52 5.60
C -4.14 0.91 2.36
H -1.62 -4.29 4.14
H 6.23 -3.19 -3.48
H 2.75 -2.23 -0.85
H 1.31 -1.76 -3.39
H -7.00 0.51 2.83
O -2.90 3.02 -5.51
H 2.86 4.45 -0.93
C -0.50 0.37 0.60
O 1.50 0.78 -0.44
O -6.23 0.06 -0.09
H -4.15 0.96 1.27
C 0.61 0.61 -1.54
C 2.45 -2.83 6.68
H -5.09 3.44 -2.49
H -0.92 -5.52 3.16
H 3.67 5.48 1.30
C -4.23 -0.52 2.69
H 7.03 -2.64 -4.97
C 1.54 -1.71 -4.45
H -0.50 -2.55 2.99
C 4.17 1.89 -5.64
O -3.11 3.19 -2.30
C 4.61 -3.40 -1.08
O -0.49 1.27 6.59
C -4.10 -2.47 -1.55
C -1.31 -4.50 3.12
O 3.23 3.95 3.53
H 4.66 4.07 1.45
C 2.21 -1.76 4.64
O 4.52 -3.90 1.25
H 2.49 -3.90 -1.07
C -2.50 -4.39 2.17
H -0.99 3.57 -4.71
O -1.19 4.33 -2.12
C 1.94 -1.52 6.11
C 3.02 1.95 -4.65
H 1.21 -2.62 -4.96
O 1.55 3.84 1.99
H -1.03 -0.44 1.11
O 1.59 1.96 6.96
H 2.44 -0.64 6.52
H -1.44 0.96 -1.19
H -5.03 4.85 -0.65
C -5.27 1.65 3.01
C -3.97 -1.20 -2.42
H 3.42 -2.86 7.17
C 5.29 -3.98 0.19
H -6.49 0.61 4.54
H 3.21 -2.31 1.33
H -0.04 1.48 -5.25
H -3.09 -3.63 2.68
H -1.02 -0.77 -1.17
H 2.99 2.88 -0.20
O 3.50 -3.60 -4.08
H 2.41 -3.96 1.25
O 5.71 0.55 -2.88
H 0.87 -0.19 -2.24
H -5.83 2.33 2.37
H -1.19 3.72 -6.45
H -6.18 -2.75 -0.82
O 5.06 -2.05 -4.75
H 3.86 1.40 -6.56
H 0.80 3.26 0.17
H -2.01 2.24 5.61
H 0.90 -0.95 -4.91
C -5.26 -2.22 -0.56
H 0.99 5.01 0.30
H -3.14 -2.70 -1.08
C -1.02 1.61 -5.72
H 0.34 1.46 -2.17
C -2.25 3.97 -1.62
C -1.45 1.30 5.51
O 5.16 1.20 -4.96
H 4.55 2.89 -5.87
H 1.33 0.73 1.66
O 6.44 -4.39 0.29
C 3.82 -2.44 -4.43
C -2.12 0.89 -5.08
C 2.83 4.02 2.39
C 0.64 2.01 4.69
H -0.93 1.33 0.88
C 3.60 1.83 -3.26
C 3.18 -3.20 -0.60
H 1.33 -0.82 0.89
H 3.11 1.10 -2.61
H 0.86 -1.42 6.21
C -0.61 1.27 4.30
O 2.21 -0.97 3.68
H 2.23 1.22 -4.86
C 4.93 1.17 -3.63
C 3.66 4.40 1.18
*
```

HOMO energy	-9.4030	eV
frontier orbital gap	9.54	eV
LUMO energy	0.1	eV


2.
Below is C51H38CaN5O5P2S3 as an isolated structure in a non-equilibrium geometry, with properties calculated with the ωB97M-V functional and the def2-TZVPD basis.

The geometry in ORCA input format:
```
! wB97M-V def2-TZVPD RIJCOSX def2/J DEFGRID3
* xyz -1 1
C -1.22 -3.53 -3.21
H -3.46 1.20 -6.32
H -3.04 4.64 -0.17
N -1.77 -1.53 1.72
H -3.42 -3.82 4.38
C -0.41 4.07 -2.27
N 1.36 0.76 -1.86
H 0.57 2.32 4.46
H 4.05 2.31 6.97
H -1.21 1.59 -7.18
C 0.92 1.32 4.11
C 0.64 0.91 2.66
C -4.41 -2.60 -3.57
O 3.61 4.20 -4.61
N -0.98 -6.09 2.72
C 5.95 2.82 3.19
H -6.03 -1.26 -0.26
C -2.24 4.11 -0.73
H -7.33 -2.72 -1.88
H 0.33 -6.98 -4.28
H 2.60 -0.83 -2.04
C -1.87 2.83 -0.33
H -2.47 2.29 0.39
C -1.58 4.74 -1.74
N 2.43 4.63 -4.44
S 4.48 -2.79 1.98
C 0.38 4.65 -3.25
C 5.52 4.11 3.19
N -0.82 2.13 -0.80
H -3.13 -0.14 2.37
C 3.28 3.38 3.77
C -1.07 -3.88 -4.53
H -3.59 -1.31 -0.53
H 0.29 0.62 4.58
S 2.86 -3.03 3.30
H -1.37 -3.19 -5.32
O 1.51 0.09 2.12
C -5.76 -2.82 -3.32
C -1.46 -5.02 2.71
H -0.50 -3.09 1.30
H 0.40 -1.22 -4.43
H 0.71 0.67 -6.18
H 6.21 4.89 2.91
H 3.34 2.68 9.22
C -1.63 -0.85 -4.20
H -3.77 -0.21 -4.33
H 2.14 3.53 3.66
C -3.39 -1.85 3.49
C -0.41 -0.62 -4.80
C -0.19 0.35 -5.79
H -1.14 -4.30 -1.27
H 3.00 2.25 -5.01
H 1.74 1.16 10.42
C -2.98 -3.20 3.63
H -6.37 -3.12 -4.14
H 3.89 -0.06 -3.87
C -0.45 -5.77 -2.66
P -1.83 -1.92 -2.74
C -3.60 -2.09 -2.51
H 5.57 0.83 3.58
C -0.12 2.74 -1.79
C 3.15 1.73 7.33
H -0.19 -6.56 -1.91
H 0.26 5.69 -3.51
C 1.00 1.97 -2.34
C 4.17 4.38 3.38
O -1.00 -1.43 -1.53
C -2.77 -1.10 2.52
C -4.19 -1.71 -1.32
H -0.36 -5.31 -5.94
C -0.95 -4.56 -2.28
C 1.02 0.28 8.46
C 3.74 2.05 3.99
C -1.96 -3.67 2.76
C 1.75 2.58 -3.34
C 1.84 1.09 9.27
H 0.79 -0.55 6.50
O -0.31 1.34 2.01
C 3.07 0.60 -3.58
H 0.23 -0.27 8.88
O 2.12 5.79 -4.77
H -3.93 -2.76 -4.52
H 6.98 2.53 2.93
C 1.44 3.90 -3.77
C 2.68 1.79 -4.07
C 1.34 0.15 7.16
C 2.86 -2.64 1.63
C -5.55 -1.85 -1.08
C 2.32 0.09 -2.47
C -6.30 -2.48 -2.04
S 2.03 -2.45 0.22
C 2.36 0.95 6.52
C -1.32 -2.76 1.89
H 3.82 5.35 3.17
P 2.64 0.81 4.69
C 5.08 1.77 3.60
H -4.13 -1.39 4.18
Ca -0.03 -0.25 0.24
C -0.49 -5.10 -4.93
H -1.92 5.66 -2.23
C -2.78 -0.17 -4.74
C -1.30 0.99 -6.30
C -0.19 -6.08 -4.01
C -2.59 0.70 -5.82
C 2.85 1.89 8.66
*
```

HOMO energy (spin up / spin down)	-2.8195 / -2.2114	eV
frontier orbital gap (spin up / spin down)	4.08 / 3.47	eV
LUMO energy (spin up / spin down)	1.3 / 1.3	eV


3.
Below is one molecule with the formula C4H6O2 in a non-equilibrium geometry, with properties calculated with the ωB97M-V functional and the def2-TZVPD basis.

The geometry in ORCA input format:
```
! wB97M-V def2-TZVPD RIJCOSX def2/J DEFGRID3
* xyz 0 1
H 0.50 -0.13 -1.42
H 0.94 -1.69 -0.57
C -1.48 0.69 0.11
C 0.68 -0.63 -0.49
C -0.64 -0.49 0.32
H -2.21 1.00 0.86
O 1.79 -0.05 1.23
C 1.87 0.18 0.05
H 2.22 1.21 -0.28
O -1.78 -0.53 -0.54
H -0.78 -1.05 1.25
H -1.11 1.49 -0.53
*
```

HOMO energy	-9.5945	eV
frontier orbital gap	10.06	eV
LUMO energy	0.5	eV


4.
Below is one molecule with the formula C5H13NO in a non-equilibrium geometry, with properties calculated with the ωB97M-V functional and the def2-TZVPD basis.

The geometry in ORCA input format:
```
! wB97M-V def2-TZVPD RIJCOSX def2/J DEFGRID3
* xyz 0 1
C 0.57 1.29 -0.03
H 0.20 2.79 1.39
H -0.83 -2.60 -1.09
H 0.67 -1.41 0.42
C 0.59 -0.25 -1.87
H 1.65 -0.53 -1.65
H -1.09 1.49 1.38
C -0.32 -0.96 0.23
H -0.72 -0.58 1.17
H 0.85 1.70 3.05
H 0.59 0.52 -2.64
O 0.66 1.06 2.36
C -0.04 1.73 1.29
H 1.57 0.90 0.22
H -1.61 -2.68 0.46
N -0.12 0.16 -0.68
H 0.15 -1.17 -2.22
C -1.30 -2.00 -0.31
H 0.70 2.06 -0.78
H -2.17 -1.49 -0.72
*
```

HOMO energy	-8.3273	eV
frontier orbital gap	9.27	eV
LUMO energy	0.9	eV


5.
Below is one molecule with the formula C18H28N2O3S, with properties calculated with the ωB97M-V functional and the def2-TZVPD basis.

The geometry in ORCA input format:
```
! wB97M-V def2-TZVPD RIJCOSX def2/J DEFGRID3
* xyz 0 1
C 0.21 1.38 4.72
S 0.32 -0.10 3.67
H 0.94 -1.61 -1.53
H -1.76 -0.57 4.71
C -2.70 1.29 -2.94
C -2.31 -0.18 1.31
C 1.60 -1.97 0.50
H -2.03 1.29 2.83
H 1.22 1.78 4.79
C -2.32 0.24 2.78
H -1.14 0.88 -5.78
O -3.27 2.00 0.84
H 2.85 0.13 -2.34
C 1.51 0.26 -0.65
O -1.46 -1.64 -0.92
C 3.61 -1.16 -0.78
C -1.43 -0.61 3.67
N -3.33 0.42 -0.78
C 0.86 -1.13 -0.56
H -1.43 -1.65 3.34
H 5.49 -0.64 -1.72
H -2.95 -0.49 -1.04
H 5.63 -1.90 -0.49
H -0.23 0.17 1.33
C 5.13 -0.97 -0.75
H 1.57 0.70 0.35
H -3.63 0.57 -4.77
H -2.81 -1.15 1.17
H 3.39 -1.97 -1.49
H 1.50 -3.03 0.24
C -1.46 1.08 -4.78
C -2.77 0.91 -4.25
C -3.03 0.88 0.44
H 0.34 1.79 -3.69
H 5.40 -0.22 0.00
H -3.35 0.18 3.13
H -0.15 1.09 5.70
H 3.21 -0.76 1.29
O -1.44 1.67 -2.64
C 3.08 -1.58 0.59
N -0.95 -0.31 0.82
H 1.14 -1.83 1.48
H 3.65 -2.43 0.97
H -0.45 2.11 4.26
C -0.70 1.53 -3.75
C -3.72 1.30 -1.86
H 3.51 0.99 -0.95
H -4.68 0.98 -2.27
C 2.91 0.12 -1.25
C -0.62 -1.06 -0.25
H -3.83 2.30 -1.42
H 0.90 0.92 -1.26
*
```

HOMO energy	-8.4842	eV
frontier orbital gap	9.13	eV
LUMO energy	0.6	eV


6.
Below is C50H40INO2P2PtS as an isolated structure in a non-equilibrium geometry, with properties calculated with the ωB97M-V functional and the def2-TZVPD basis.

The geometry in ORCA input format:
```
! wB97M-V def2-TZVPD RIJCOSX def2/J DEFGRID3
* xyz 4 1
C -0.76 2.98 2.76
H 2.12 0.37 5.45
C 0.60 2.81 -0.43
C 2.52 -2.11 -3.95
C 1.60 -2.66 -3.03
H 1.62 -3.20 1.79
H 3.44 6.71 -0.91
H 0.01 -6.46 4.04
C -2.36 4.59 3.54
H 4.57 0.47 0.51
Pt -0.17 -0.19 1.40
H 3.55 6.08 -2.51
H -0.90 -4.56 -0.91
C 0.26 -2.77 -1.06
H 5.48 4.83 -1.88
H -0.92 4.21 -0.97
H -1.29 -0.49 6.23
C -4.60 -1.56 0.81
C -2.30 1.06 -3.36
C -3.04 4.51 2.33
H 3.32 0.62 -2.19
H 2.38 -2.49 -6.06
C 2.65 -3.01 -5.13
P -0.74 1.81 0.30
H -3.61 1.35 0.28
C 1.23 -0.12 5.84
H 0.94 -4.33 -5.59
H -1.87 -0.41 4.62
C 1.00 5.06 -1.33
C -2.91 -2.18 -1.33
C 0.21 -4.59 -2.72
C 1.71 -4.20 -4.83
H -5.20 0.98 -1.58
H 0.14 2.39 2.92
O 2.75 -1.06 0.98
H 3.68 -3.32 -5.28
C 0.15 4.04 -0.92
C -3.67 0.96 -3.09
H -0.19 -5.55 -3.03
H -5.27 -1.34 1.64
H -2.83 -1.53 2.02
C -0.51 -3.55 1.59
H -2.72 5.25 4.32
C 3.11 -0.90 -3.66
S 1.94 -0.19 0.16
C -3.24 -1.68 1.02
H -3.92 5.12 2.16
C 4.87 2.51 -0.12
H -3.13 3.63 0.38
C -4.14 1.06 -1.78
H 0.58 5.98 -1.72
C 0.96 -4.85 2.98
H -2.26 -2.43 -2.16
C 4.09 1.39 0.17
C 1.94 -0.86 -1.52
C 2.36 4.88 -1.19
C 1.23 -2.06 -1.81
H 1.94 -5.07 3.36
C -1.62 -4.31 2.01
C -1.45 2.90 1.54
H -0.35 1.41 -2.54
H 0.91 0.34 6.77
C -4.27 -2.06 -1.53
C 0.14 -0.16 4.80
C -1.42 -5.36 2.88
H -4.68 -2.22 -2.52
I 1.81 -2.15 6.30
C -1.22 3.82 3.76
H -0.69 3.89 4.70
C 4.77 4.95 -1.06
C 2.72 1.39 0.00
C 0.78 -3.81 2.10
H -1.95 0.98 -4.37
C -0.13 -5.63 3.37
H 5.94 2.46 0.02
P -0.66 -2.23 0.39
H -2.26 -5.97 3.18
C 2.83 3.64 -0.71
C 2.00 2.56 -0.36
C 4.24 3.64 -0.60
C -0.19 -4.02 -1.52
C 3.52 5.77 -1.46
C -1.89 1.46 -1.02
C -1.41 1.30 -2.33
C 2.81 -0.30 -2.44
C 1.11 -3.89 -3.50
H 2.24 -5.16 -4.82
C -2.39 -2.02 -0.04
C -3.25 1.29 -0.74
O 0.43 0.00 3.59
H 5.34 5.44 -0.26
H -6.19 -1.70 -0.63
C -5.12 -1.77 -0.46
C -2.60 3.67 1.32
H 3.82 -0.44 -4.33
H -4.37 0.82 -3.90
H -2.61 -4.11 1.62
N -1.09 -0.35 5.25
*
```

HOMO energy (spin up / spin down)	-17.9588 / -17.9589	eV
frontier orbital gap (spin up / spin down)	4.27 / 4.27	eV
LUMO energy (spin up / spin down)	-13.7 / -13.7	eV